Entry 1:
This record from the Open Molecules 2025 dataset describes a 2-piece molecular cluster, C11H25N4O2 overall. The level of theory is ωB97M-V/def2-TZVPD.

Last column: Mulliken charge in e.
Positions of all 42 atoms, in Å:
C  4.75062  -0.74202  2.60319  -0.811
N  4.14483  0.25420  1.68612  -0.398
C  3.01120  0.93294  2.29946  -0.650
N  1.96946  -0.08584  2.55376  0.309
C  1.29318  -0.17515  3.73808  -0.066
C  0.45121  -1.25239  3.56696  -0.633
N  0.65934  -1.72860  2.32473  0.139
C  1.59430  -1.00088  1.67995  -0.451
H  4.34334  -1.72915  2.38665  0.224
H  5.81697  -0.76119  2.41099  0.383
H  4.52214  -0.53046  3.65114  0.294
H  4.83664  0.97004  1.50093  0.304
H  2.61184  1.69467  1.63458  0.318
H  3.26634  1.38686  3.26030  0.411
H  1.41243  0.45967  4.59160  0.487
H  -0.23959  -1.65290  4.28490  0.400
H  0.19256  -2.52010  1.90885  0.218
H  2.00226  -1.12036  0.69545  0.494
C  -2.94665  -0.28345  -4.58634  -0.738
O  -1.68137  0.12743  -4.09178  -0.359
C  -1.61424  1.51016  -3.76192  -0.822
C  -1.40081  1.68227  -2.27200  -0.130
N  -2.58755  1.28001  -1.52475  -0.284
C  -2.39264  1.21137  -0.08282  -1.089
C  -1.42948  0.15221  0.44962  0.124
O  -1.86935  -1.18345  0.25847  -0.426
C  -1.52373  -1.77020  -0.99121  -0.621
H  -2.85735  -1.32507  -4.88924  0.244
H  -3.72414  -0.20620  -3.81895  0.318
H  -3.23832  0.30819  -5.45745  0.353
H  -2.50858  2.04325  -4.09246  0.412
H  -0.75582  1.93274  -4.29131  0.392
H  -1.18313  2.73214  -2.05778  0.387
H  -0.51891  1.08596  -1.99628  0.100
H  -2.89166  0.37459  -1.85638  0.092
H  -3.36991  1.02191  0.36683  0.407
H  -2.06669  2.19352  0.27339  0.429
H  -1.35998  0.28427  1.53565  0.289
H  -0.41038  0.27490  0.05741  0.146
H  -0.57685  -1.38214  -1.37684  0.294
H  -2.30689  -1.61807  -1.73444  0.214
H  -1.42465  -2.84570  -0.83706  0.296

Cartesian forces, eV/Å:
-0.47 0.10 -0.48
-0.26 0.29 0.60
0.59 -0.53 -0.40
1.04 1.67 0.06
-1.11 -1.70 -0.68
0.37 1.17 1.23
0.37 -0.44 -1.40
-0.75 -0.33 1.31
0.08 -0.07 -0.03
0.10 -0.11 0.22
0.32 0.14 0.10
-0.02 -0.02 -0.31
0.00 0.03 -0.06
-0.25 -0.06 0.16
0.24 0.23 -0.03
-0.15 -0.25 -0.19
-0.21 0.03 -0.02
-0.03 -0.14 -0.13
0.15 -0.05 0.00
-0.26 0.00 0.06
0.32 0.00 -0.02
-0.21 -0.14 0.01
0.30 0.00 0.10
-0.20 -0.05 -0.16
-0.06 0.06 0.25
0.36 -0.06 0.01
-0.15 -0.13 0.12
0.05 0.01 0.01
-0.06 0.06 -0.06
-0.06 0.01 0.01
-0.07 -0.05 0.06
-0.03 0.02 -0.02
0.00 0.01 0.03
0.12 0.09 -0.07
-0.09 0.01 -0.07
0.03 -0.01 0.08
0.05 0.00 -0.01
-0.06 0.03 0.00
-0.05 0.02 -0.20
-0.03 0.09 -0.04
0.09 0.06 -0.10
-0.02 0.01 0.04

* highest occupied orbital energy: -11.13 eV
* relative energy (zero: lowest compared OMol25 entry of this formula, charge and spin): 69.1 kcal/mol
* total charge: +1

=====

Entry 2:
This record from the Open Molecules 2025 dataset describes a 2-piece molecular cluster, C11H25N4O2S overall. The level of theory is ωB97M-V/def2-TZVPD.

Last column: Mulliken charge in e.
Positions of all 43 atoms, in Å:
C  3.72940  0.00885  1.03334  -1.393
C  2.18759  0.08144  0.67960  1.196
C  1.30707  -0.51749  1.81951  -1.330
C  1.86657  1.57941  0.28289  -1.192
C  0.73065  2.27576  1.08555  0.667
C  0.83550  3.81988  0.76985  -1.481
C  -0.62022  1.77213  0.48232  -0.498
O  -1.73898  1.93830  1.40859  -0.411
N  -2.52524  0.84036  1.33718  0.566
C  -2.82614  0.07288  2.36905  -0.028
N  -3.60439  -0.96132  1.96793  -0.503
C  -3.76269  -0.77384  0.64960  0.290
N  -4.43244  -1.52658  -0.25896  -0.385
N  -3.10354  0.34706  0.24332  -0.046
H  3.87898  -0.88444  1.66392  0.374
H  4.26496  -0.07503  0.06904  0.337
H  3.99587  0.94142  1.56140  0.360
H  2.05492  -0.53364  -0.22890  -0.219
H  0.34393  -0.87466  1.40462  0.133
H  1.83870  -1.42056  2.18871  0.498
H  1.19563  0.13585  2.70399  0.238
H  1.54277  1.57256  -0.78525  0.250
H  2.78641  2.19076  0.32207  0.519
H  0.78544  2.15689  2.17940  0.255
H  0.31665  4.44405  1.51896  0.354
H  1.89720  4.13978  0.76027  0.432
H  0.45857  4.01765  -0.25231  0.317
H  -0.45272  0.71762  0.18640  0.329
H  -0.76591  2.33337  -0.46610  0.265
H  -2.44112  0.31509  3.36264  0.431
H  -5.27665  -1.20197  -0.70987  0.241
H  -4.05231  -2.42769  -0.51888  0.229
H  -2.98561  0.78045  -0.66716  0.238
C  0.34720  -3.63943  -2.04503  -0.793
S  1.24268  -2.55224  -3.16725  0.430
O  2.08068  -1.64752  -2.33517  -0.552
C  -0.19578  -1.60967  -3.70420  -0.687
H  1.06630  -4.29855  -1.56171  0.330
H  -0.16960  -3.04659  -1.28799  0.124
H  -0.36824  -4.23697  -2.61116  0.389
H  -0.67810  -1.14639  -2.84088  0.004
H  -0.89425  -2.27156  -4.21732  0.388
H  0.14029  -0.83543  -4.39196  0.336

Cartesian forces, eV/Å:
-1.47 -0.07 -0.32
0.67 0.47 0.14
0.84 -0.48 -0.35
-0.63 -0.80 -0.08
-0.12 1.67 -1.08
0.40 -0.28 0.24
2.20 -0.13 -0.48
-0.19 -0.35 -1.01
0.40 0.52 1.49
-0.21 -0.71 -0.27
0.41 0.86 -0.56
0.06 0.27 0.27
-0.01 -0.46 -0.31
-0.17 -0.05 -0.02
0.40 0.47 -0.33
0.07 0.09 0.72
0.24 -0.62 -0.08
-0.07 0.15 0.53
0.21 0.31 0.51
-0.46 0.41 -0.21
-0.17 -0.22 -0.52
0.28 0.21 0.52
-0.52 -0.28 0.08
-0.05 -0.32 -0.51
0.02 -0.27 -0.49
-0.58 -0.20 0.18
0.06 0.04 0.56
-0.63 0.30 0.57
-0.45 -0.15 0.71
-0.28 -0.29 -0.40
0.27 -0.06 0.14
-0.39 0.14 0.25
-0.09 -0.18 0.13
-0.10 -0.02 0.08
0.11 -0.08 -0.09
-0.26 0.04 0.08
-0.11 0.06 0.01
0.04 0.05 -0.06
0.05 0.06 -0.02
0.05 0.00 -0.03
0.07 -0.03 0.05
0.05 -0.01 -0.01
0.07 -0.06 0.02

* highest occupied orbital energy: -11.55 eV
* relative energy (zero: lowest compared OMol25 entry of this formula, charge and spin): 0.0 kcal/mol
* total charge: +1

=====

Entry 3:
This record from the Open Molecules 2025 dataset describes C11H26AlB2Cl2F4N2NaO8PS as an isolated structure. The level of theory is ωB97M-V/def2-TZVPD.

Last column: Mulliken charge in e.
Positions of all 59 atoms, in Å:
C  2.16015  -0.91997  2.54627  -1.071
N  1.53639  -0.03056  1.51145  -0.011
C  1.59751  1.37972  1.97830  -0.772
B  0.28280  -0.49619  1.24361  0.827
O  -0.54139  -1.36216  1.76966  -0.456
P  -0.70965  0.36460  -0.64773  1.085
Cl  1.12510  0.22460  -1.75242  -0.180
O  -2.00107  0.47431  0.40790  -0.809
C  -2.09215  1.74559  1.04971  0.834
C  -3.55565  2.01487  1.40025  -1.176
C  -3.73822  2.90079  2.64777  -0.555
N  -4.43693  2.15141  3.69258  -0.731
C  -1.41701  2.67668  0.03106  -0.313
S  -1.02586  4.40301  0.52833  1.378
C  0.60531  4.48977  1.15481  -1.014
O  -1.01203  5.11354  -0.70710  -0.630
O  -1.99400  4.85646  1.48316  -0.683
O  -0.24091  1.98360  -0.32352  -0.609
H  3.19212  -0.61371  2.66787  0.395
H  2.13116  -1.95182  2.23791  0.303
H  1.66119  -0.76461  3.50132  0.391
H  2.43108  1.48982  2.65796  0.473
H  1.74714  2.03748  1.13599  0.167
H  0.69346  1.69246  2.49901  0.246
H  -0.96887  -1.06834  2.58834  0.380
H  -1.03438  -0.99430  -0.98694  0.173
H  -1.42233  0.79945  -1.80348  0.221
H  -1.57954  1.70158  2.01663  -0.029
H  -3.96013  1.04711  1.67998  0.530
H  -4.08328  2.41884  0.54290  0.385
H  -2.76204  3.22620  3.00363  0.380
H  -4.25917  3.81069  2.38332  0.469
H  -4.85498  2.78297  4.36313  0.266
H  -3.77626  1.61008  4.23504  0.211
H  -2.08587  2.82883  -0.82194  0.357
H  0.67815  4.03597  2.13675  0.267
H  0.86320  5.54044  1.15678  0.505
H  1.23967  3.94702  0.46217  0.308
Al  -0.27684  -1.31122  -3.45363  0.771
C  3.11549  -6.60817  -1.38722  -1.416
C  1.97025  -5.63265  -1.35871  0.572
C  1.85115  -4.62751  -2.51310  -0.607
O  1.24582  -3.48837  -1.79358  -0.207
C  1.58220  -3.56779  -0.50630  0.206
O  1.38629  -2.66415  0.26857  -0.540
O  2.11907  -4.73326  -0.21176  -0.358
H  4.05413  -6.09841  -1.17111  0.331
H  2.97230  -7.36945  -0.62095  0.384
H  3.18526  -7.09379  -2.35426  0.315
H  1.02743  -6.16951  -1.23439  0.234
H  1.20869  -4.94763  -3.31747  0.299
H  2.80223  -4.29974  -2.91702  0.441
Cl  2.95895  -6.11656  -4.76889  -0.753
B  -0.22217  3.19763  -3.93408  0.516
F  0.60465  4.05358  -3.22707  -0.380
F  -0.84122  3.82650  -4.98477  -0.314
F  0.55311  2.11079  -4.44093  -0.419
F  -1.19489  2.61372  -3.00697  -0.440
Na  1.50537  -6.62025  -6.73685  0.850

Cartesian forces, eV/Å:
0.51 -0.06 -0.16
-1.02 1.05 0.92
0.35 0.34 -0.67
1.70 -2.23 2.25
-0.67 0.34 -0.59
-2.70 3.33 -4.59
0.23 -0.23 0.24
1.12 -0.71 0.60
-0.94 0.69 0.32
0.30 0.11 0.12
0.49 -0.28 0.18
-0.26 0.13 0.06
0.16 -0.15 1.14
-0.77 1.60 -1.26
0.23 -0.98 0.22
0.30 -0.24 -0.40
0.09 -0.76 0.76
0.45 -1.00 0.52
0.18 0.05 -0.16
-0.12 -0.18 -0.06
-0.18 -0.08 0.08
0.20 -0.08 0.05
0.07 0.07 -0.13
-0.11 -0.07 0.09
-0.17 -0.22 0.02
0.56 -0.36 1.33
0.28 -0.38 -0.13
0.47 0.01 -0.07
-0.31 -0.14 -0.25
-0.16 -0.12 -0.17
0.13 0.17 -0.05
-0.28 0.05 0.09
-0.15 0.08 -0.05
0.04 -0.13 -0.03
0.16 -0.01 -0.28
-0.05 0.18 0.25
-0.07 0.21 0.04
0.12 0.18 -0.24
0.28 0.42 -0.14
0.12 0.00 0.37
0.22 -0.02 -0.50
-0.02 0.13 1.06
-0.15 0.06 -0.86
-0.23 0.24 0.09
-0.07 -0.01 0.06
-0.07 -0.19 0.10
0.02 0.06 -0.16
-0.01 0.02 0.02
-0.04 0.03 -0.11
-0.08 0.16 0.09
-0.19 0.09 0.04
0.08 0.00 0.05
-0.25 -0.28 -0.75
0.33 -0.12 -0.02
0.01 -0.06 0.26
-0.39 -0.01 0.08
-0.11 -0.56 0.23
0.05 -0.13 -0.13
0.34 -0.02 0.20

* highest occupied orbital energy: -11.76 eV
* total charge: +1

=====

Entry 4:
This record from the Open Molecules 2025 dataset describes C11H26ClGaINOP2 as an isolated structure. The level of theory is ωB97M-V/def2-TZVPD.

Last column: Mulliken charge in e.
Positions of all 44 atoms, in Å:
C  -0.08285  1.44354  -1.91107  0.106
C  -0.42355  1.88880  -0.54314  0.618
H  0.01009  2.28867  -2.63112  0.388
H  -0.92929  0.75669  -2.21339  0.004
H  0.86252  0.83540  -1.82943  -0.282
O  -0.57785  2.90439  0.02483  -0.101
I  -0.34715  -0.45533  1.70747  0.225
Ga  -0.16808  -2.86494  -2.68483  0.571
P  2.11460  -0.40517  -0.27984  0.361
C  2.89284  0.77641  0.87486  -1.217
C  3.19842  -1.80535  0.14706  -1.062
H  4.25127  -1.44638  0.16195  0.402
H  4.28518  -0.03008  -1.38239  0.531
H  3.06203  -2.52978  -0.67778  0.353
H  3.00028  -0.34722  -2.59251  0.397
H  2.86346  0.38791  1.89735  0.384
H  2.99426  -2.30246  1.10658  0.351
C  3.24748  0.18128  -1.67031  -1.553
H  3.92331  0.86693  0.49487  0.528
H  3.12590  1.25799  -1.80856  0.474
H  2.36896  1.73130  0.82016  0.322
P  -2.07429  -0.42617  -0.36901  0.266
C  -2.78404  0.76001  0.83488  -1.488
C  -3.26224  0.15412  -1.73119  -1.493
H  -3.03942  -2.54524  -0.77626  0.368
H  -4.22903  -1.45226  0.04454  0.402
H  -2.99599  -2.32547  1.01652  0.398
C  -3.17902  -1.82474  0.05417  -0.949
H  -3.03339  -0.39677  -2.64298  0.393
H  -4.28720  -0.07549  -1.40644  0.537
H  -3.78484  0.96592  0.44656  0.564
H  -2.19925  1.68024  0.85612  0.334
H  -3.16824  1.22721  -1.89872  0.519
H  -2.82965  0.31229  1.83867  0.528
Cl  -0.05458  -5.02855  -3.05350  -0.264
C  0.86458  1.96961  5.50436  -0.997
C  -0.37366  2.45869  4.70237  -0.352
C  -0.11521  2.17840  3.27901  0.300
N  0.44763  2.23114  2.25218  -0.391
H  1.03163  0.88570  5.34761  0.290
H  0.68756  2.17730  6.57083  0.351
H  1.78717  2.50157  5.16004  0.316
H  -1.34036  2.04671  5.06200  0.294
H  -0.43411  3.56881  4.74589  0.273

Cartesian forces, eV/Å:
-0.25 -2.18 -0.43
0.22 7.26 0.78
-0.10 -0.16 0.97
1.21 0.74 -0.05
-1.03 0.55 -0.30
0.46 -5.48 -2.02
1.55 -1.38 -1.59
0.00 -0.69 0.03
2.65 0.08 0.40
-0.45 0.21 0.13
-0.05 -1.07 -0.23
-0.74 -0.24 -0.03
-0.39 0.04 -0.09
0.38 0.01 0.52
0.21 0.13 -0.13
0.07 0.27 -0.12
-0.17 0.20 -0.35
-1.02 -0.23 -0.54
-0.38 0.12 0.57
0.06 -0.05 -0.13
0.32 0.10 0.24
-3.26 -0.45 2.14
-0.88 0.43 -0.05
1.07 0.07 -1.08
-0.37 0.05 0.56
0.84 -0.26 0.03
0.21 0.25 -0.40
0.04 -1.00 -0.29
-0.14 0.11 -0.15
0.58 0.04 0.07
0.01 0.23 0.41
-0.60 -0.13 0.44
0.01 -0.03 -0.10
-0.30 0.43 -0.59
-0.03 0.90 0.15
0.21 0.04 -0.17
-0.19 0.17 0.16
1.91 1.49 -1.26
-1.44 -0.07 2.48
-0.15 0.55 0.26
0.22 -0.17 -0.42
-0.85 -0.37 0.35
0.69 0.15 -0.24
-0.12 -0.66 0.08

* highest occupied orbital energy (spin up / spin down): -14.95 / -14.96 eV
* relative energy (zero: lowest compared OMol25 entry of this formula, charge and spin): 17.8 kcal/mol
* total charge: +2

=====

Number 1: largest force on an atom 2.14 eV/Å. Number 2: largest force on an atom 2.25 eV/Å. Number 3: largest force on an atom 6.28 eV/Å. Number 4: largest force on an atom 7.31 eV/Å.